Molecular formula: C5H7N6S2
Method: DFT, ωB97M-V/def2-TZVPD

Results
**Energy relative to the best compared isomer or geometry (same formula, charge and spin)**: 2.5221 eV
**Frontier orbital gap (spin up / spin down)**: 6.7 / 6.7 eV
**E**: -35897.3531 eV
**E_HOMO (spin up / spin down)**: -11.5628 / -11.5637 eV
**Net charge**: +1

CARTESIAN COORDINATES (ANGSTROEM)
C: -2.139 -1.023 -0.704
C: 0.439 -1.380 0.509
C: 1.567 0.630 -0.097
C: -0.742 -0.801 1.049
C: -0.835 0.959 -0.376
N: 0.435 1.191 -0.430
N: 3.751 1.307 -0.397
N: 2.625 1.376 0.005
N: -1.973 -1.312 0.560
N: 1.635 -0.629 0.546
N: -1.402 -0.088 -1.268
S: 0.749 -2.739 -0.339
S: -2.030 2.181 0.179
H: -2.958 -1.584 -1.397
H: -0.772 -0.375 2.048
H: 4.402 1.940 0.110
H: -2.491 -1.973 1.168
H: 2.463 -1.109 0.173
H: -1.571 0.233 -2.131
H: -1.153 3.196 0.791

***

Molecular formula: C34H37CoN4O4Se
Method: DFT, ωB97M-V/def2-TZVPD

Results
**Multiplicity**: 5
**Frontier orbital gap (spin up / spin down)**: 6.7 / 6.0 eV
**E**: -152971.7581 eV
**E_HOMO (spin up / spin down)**: -13.1861 / -13.4993 eV
**Net charge**: +2
**<S²>**: 6.049

CARTESIAN COORDINATES (ANGSTROEM)
Co: 0.185 -0.234 0.036
O: -2.687 -3.112 -1.085
C: -1.942 -2.131 -0.657
O: -0.761 -1.986 -0.929
C: -2.634 -1.141 0.221
C: -3.977 -1.160 0.555
C: -4.461 -0.153 1.378
C: -3.592 0.825 1.841
C: -2.261 0.771 1.454
N: -1.806 -0.193 0.655
C: -1.176 1.744 1.810
O: -1.384 2.715 2.667
O: -0.097 1.643 1.267
H: -2.198 -3.713 -1.669
H: -4.623 -1.944 0.186
H: -5.504 -0.131 1.661
H: -3.959 1.612 2.487
H: -2.269 2.755 3.049
C: 1.502 6.863 -2.166
C: 1.395 5.520 -2.886
C: 0.332 4.582 -2.316
C: 0.572 4.161 -0.868
N: 1.805 3.397 -0.708
C: 2.056 2.182 -1.217
Se: 0.773 0.995 -1.913
N: 3.351 1.873 -1.009
C: 4.076 0.735 -1.556
C: 5.084 1.160 -2.624
C: 4.443 1.669 -3.914
C: 3.660 0.592 -4.664
C: 3.935 2.891 -0.269
C: 5.198 3.013 0.300
C: 5.428 4.127 1.080
C: 4.436 5.093 1.291
C: 3.182 4.976 0.724
C: 2.949 3.857 -0.067
H: 2.152 7.534 -2.725
H: 1.929 6.758 -1.166
H: 0.526 7.342 -2.078
H: 2.372 5.024 -2.880
H: 1.138 5.703 -3.930
H: 0.273 3.690 -2.943
H: -0.643 5.074 -2.348
H: -0.260 3.561 -0.510
H: 0.655 5.042 -0.236
H: 3.349 0.052 -1.986
H: 4.590 0.227 -0.736
H: 5.696 0.284 -2.852
H: 5.749 1.926 -2.219
H: 5.247 2.037 -4.553
H: 3.797 2.529 -3.706
H: 4.244 -0.329 -4.724
H: 3.440 0.916 -5.680
H: 2.706 0.366 -4.183
H: 5.958 2.256 0.162
H: 6.388 4.252 1.562
H: 4.649 5.941 1.927
H: 2.415 5.713 0.915
C: 4.236 -3.930 -0.922
C: 3.360 -3.170 -1.702
C: 2.548 -2.232 -1.116
C: 2.598 -1.996 0.283
C: 3.480 -2.797 1.063
C: 4.274 -3.741 0.460
N: 1.767 -1.085 0.839
C: 1.935 -0.691 2.177
C: 3.169 -0.224 2.649
C: 3.302 0.194 3.960
C: 2.214 0.168 4.822
C: 0.984 -0.283 4.361
C: 0.844 -0.712 3.054
H: 4.863 -4.681 -1.383
H: 3.312 -3.328 -2.771
H: 1.838 -1.672 -1.710
H: 3.495 -2.686 2.138
H: 4.927 -4.351 1.070
H: 4.011 -0.176 1.970
H: 4.265 0.533 4.317
H: 2.325 0.492 5.847
H: 0.137 -0.323 5.034
H: -0.097 -1.133 2.714

***

Molecular formula: C4H7PS
Method: DFT, ωB97M-V/def2-TZVPD

Results
**Energy relative to the best compared isomer or geometry (same formula, charge and spin)**: 1.6687 eV
**SMILES string**: S[C@@H]1C[C@H]2P[C@@H]12
**Frontier orbital gap**: 9.9 eV
**E**: -24382.7342 eV
**E_HOMO**: -9.0829 eV
**Net charge**: 0

CARTESIAN COORDINATES (ANGSTROEM)
S: 2.089 -1.142 -0.533
C: 1.068 0.180 0.172
C: 0.076 -0.362 1.176
C: -0.977 -0.026 0.183
P: -1.143 1.781 -0.068
C: -0.083 0.503 -0.874
H: 1.137 -1.829 -1.335
H: 1.581 1.018 0.432
H: 0.007 0.283 2.132
H: 0.210 -1.446 1.506
H: -1.898 -0.660 0.021
H: -2.212 1.551 -0.889
H: 0.146 0.149 -1.924

***

Molecular formula: C27H85N5O13
Method: DFT, ωB97M-V/def2-TZVPD

Results
**Energy relative to the best compared isomer or geometry (same formula, charge and spin)**: 0.1779 eV
**Frontier orbital gap**: 9.1 eV
**E**: -63439.2096 eV
**E_HOMO**: -8.7710 eV
**Net charge**: 0

CARTESIAN COORDINATES (ANGSTROEM)
C: -13.143 -18.795 -2.788
C: -14.358 -19.557 -3.244
C: -14.778 -19.261 -4.664
O: -15.064 -17.899 -4.905
C: -16.212 -17.397 -4.248
N: -14.116 -21.029 -3.106
H: -12.769 -19.121 -1.816
H: -13.269 -17.714 -2.699
H: -12.343 -18.926 -3.522
H: -15.207 -19.464 -2.553
H: -15.622 -19.893 -4.969
H: -13.972 -19.515 -5.357
H: -16.956 -17.059 -4.976
H: -15.889 -16.503 -3.709
H: -16.708 -18.103 -3.581
H: -13.971 -21.243 -2.128
H: -14.941 -21.539 -3.400
C: -24.999 -14.734 -2.653
C: -25.096 -15.816 -1.582
C: -24.119 -15.495 -0.399
O: -23.976 -16.552 0.521
C: -23.269 -17.657 -0.023
N: -26.506 -15.727 -1.109
H: -25.150 -13.693 -2.362
H: -25.743 -15.009 -3.404
H: -24.061 -14.692 -3.223
H: -24.869 -16.803 -1.985
H: -24.549 -14.628 0.100
H: -23.166 -15.229 -0.872
H: -23.108 -18.281 0.862
H: -22.259 -17.339 -0.302
H: -23.813 -18.230 -0.773
H: -26.546 -14.829 -0.626
H: -26.584 -16.368 -0.312
C: -23.246 -17.801 -10.697
C: -24.071 -18.158 -11.939
C: -23.620 -19.487 -12.558
O: -22.582 -19.274 -13.503
C: -22.413 -20.356 -14.397
N: -25.456 -18.305 -11.478
H: -22.209 -18.093 -10.890
H: -23.457 -18.465 -9.855
H: -23.504 -16.766 -10.486
H: -23.938 -17.335 -12.640
H: -24.483 -19.959 -13.045
H: -23.242 -20.194 -11.806
H: -21.827 -21.132 -13.887
H: -21.851 -20.037 -15.269
H: -23.370 -20.803 -14.678
H: -25.564 -19.105 -10.860
H: -26.122 -18.515 -12.218
C: -23.656 -15.592 -5.949
C: -23.168 -16.221 -7.234
C: -21.701 -16.000 -7.520
O: -20.953 -16.312 -6.354
C: -19.627 -15.862 -6.394
N: -23.421 -17.705 -7.262
H: -24.729 -15.726 -5.805
H: -23.527 -14.502 -5.963
H: -23.085 -15.923 -5.080
H: -23.779 -15.808 -8.043
H: -21.495 -14.931 -7.693
H: -21.249 -16.533 -8.365
H: -19.032 -16.343 -7.180
H: -19.090 -15.912 -5.448
H: -19.656 -14.784 -6.604
H: -22.513 -18.113 -7.053
H: -24.001 -17.895 -6.448
C: -22.819 -13.146 -9.984
C: -22.014 -11.929 -9.480
C: -21.307 -11.227 -10.642
O: -20.445 -12.097 -11.323
C: -19.966 -11.578 -12.533
N: -22.901 -10.940 -8.863
H: -23.336 -13.710 -9.206
H: -22.081 -13.753 -10.504
H: -23.663 -12.842 -10.615
H: -21.376 -12.462 -8.772
H: -20.825 -10.292 -10.329
H: -22.126 -10.919 -11.313
H: -19.276 -12.281 -12.994
H: -19.354 -10.671 -12.398
H: -20.799 -11.261 -13.172
H: -23.656 -10.703 -9.502
H: -22.432 -10.045 -8.743
O: -26.000 -16.576 -9.049
H: -26.032 -17.003 -9.926
H: -25.239 -16.986 -8.610
C: -25.112 -12.184 -6.140
O: -23.702 -12.079 -6.295
H: -25.547 -12.301 -7.137
H: -25.349 -13.070 -5.549
H: -25.497 -11.293 -5.642
H: -23.450 -11.819 -7.199
C: -18.062 -19.674 -8.416
O: -19.396 -20.040 -8.664
H: -17.675 -20.068 -7.474
H: -17.345 -20.041 -9.166
H: -17.971 -18.581 -8.394
H: -19.757 -19.398 -9.289
C: -18.659 -12.439 -8.312
O: -18.922 -12.456 -6.906
H: -19.080 -13.321 -8.804
H: -19.093 -11.528 -8.728
H: -17.584 -12.422 -8.482
H: -19.765 -12.006 -6.795
C: -19.391 -16.801 -11.073
O: -19.665 -18.167 -10.824
H: -20.023 -16.352 -11.846
H: -19.655 -16.238 -10.172
H: -18.325 -16.632 -11.254
H: -19.608 -18.620 -11.673
C: -23.987 -20.017 -4.484
O: -23.701 -19.017 -3.492
H: -24.953 -20.426 -4.231
H: -23.981 -19.508 -5.456
H: -23.114 -20.670 -4.563
H: -22.976 -18.417 -3.684
C: -28.179 -14.850 -6.893
O: -27.739 -16.202 -6.834
H: -27.934 -14.364 -5.947
H: -27.734 -14.332 -7.747
H: -29.258 -14.840 -7.055
H: -26.918 -16.274 -7.344
C: -21.287 -16.761 -2.864
O: -21.035 -17.693 -3.898
H: -21.182 -15.736 -3.235
H: -22.312 -16.883 -2.508
H: -20.611 -16.875 -2.015
H: -20.974 -17.213 -4.735

***

Molecular formula: C25H23BrLiN3O3S3
Method: DFT, ωB97M-V/def2-TZVPD

Results
**Frontier orbital gap**: 3.3 eV
**E**: -139666.4271 eV
**E_HOMO**: 0.7646 eV
**Net charge**: -2

CARTESIAN COORDINATES (ANGSTROEM)
Li: 0.309 -0.137 0.141
S: 3.712 0.594 2.961
C: 2.777 -0.421 1.965
S: 1.408 -1.236 2.616
S: 3.137 -0.582 0.294
C: -0.048 0.603 -4.098
C: 0.021 0.892 -2.594
O: 0.084 -0.088 -1.851
C: 0.003 2.262 -2.150
C: -0.019 3.322 -3.079
C: -0.022 4.639 -2.699
C: -0.008 4.944 -1.319
C: 0.009 3.958 -0.380
C: 0.026 2.553 -0.726
O: 0.039 1.682 0.167
H: -0.069 -0.478 -4.225
H: 0.827 1.006 -4.610
H: -0.943 1.037 -4.547
H: -0.030 3.087 -4.138
H: -0.026 5.431 -3.438
H: -0.006 5.985 -1.010
H: 0.027 4.193 0.678
C: 1.641 -6.097 -0.082
N: 0.829 -5.142 -0.831
N: 0.127 -4.276 0.023
C: 0.351 -2.935 -0.342
O: -0.171 -1.997 0.209
C: 1.281 -3.004 -1.447
C: 1.556 -4.292 -1.689
C: 2.480 -4.885 -2.693
C: -0.922 -4.745 0.809
C: -1.367 -3.981 1.895
C: -2.436 -4.425 2.650
C: -3.064 -5.635 2.369
C: -2.598 -6.406 1.316
C: -1.539 -5.969 0.534
H: 1.010 -6.626 0.629
H: 2.446 -5.597 0.469
H: 2.064 -6.820 -0.779
H: 1.646 -2.121 -1.943
H: 2.838 -4.097 -3.352
H: 1.972 -5.648 -3.287
H: 3.347 -5.349 -2.216
H: -0.857 -3.056 2.134
H: -2.771 -3.823 3.486
H: -3.903 -5.973 2.966
H: -3.067 -7.358 1.092
H: -1.206 -6.563 -0.307
Br: -2.366 1.131 2.697
C: -3.186 0.453 1.131
C: -4.570 0.464 1.026
C: -5.126 -0.063 -0.130
C: -4.278 -0.563 -1.111
C: -2.911 -0.510 -0.898
N: -2.371 -0.008 0.211
H: -5.184 0.860 1.821
H: -6.201 -0.086 -0.261
H: -4.676 -0.992 -2.021
H: -2.195 -0.877 -1.625

***

Q: What is the formula in the second record?
A: C34H37CoN4O4Se

***

Please write out number 2 again, unchanged.
Molecular formula: C34H37CoN4O4Se
Method: DFT, ωB97M-V/def2-TZVPD

Results
**Multiplicity**: 5
**Frontier orbital gap (spin up / spin down)**: 6.7 / 6.0 eV
**E**: -152971.7581 eV
**E_HOMO (spin up / spin down)**: -13.1861 / -13.4993 eV
**Net charge**: +2
**<S²>**: 6.049

CARTESIAN COORDINATES (ANGSTROEM)
Co: 0.185 -0.234 0.036
O: -2.687 -3.112 -1.085
C: -1.942 -2.131 -0.657
O: -0.761 -1.986 -0.929
C: -2.634 -1.141 0.221
C: -3.977 -1.160 0.555
C: -4.461 -0.153 1.378
C: -3.592 0.825 1.841
C: -2.261 0.771 1.454
N: -1.806 -0.193 0.655
C: -1.176 1.744 1.810
O: -1.384 2.715 2.667
O: -0.097 1.643 1.267
H: -2.198 -3.713 -1.669
H: -4.623 -1.944 0.186
H: -5.504 -0.131 1.661
H: -3.959 1.612 2.487
H: -2.269 2.755 3.049
C: 1.502 6.863 -2.166
C: 1.395 5.520 -2.886
C: 0.332 4.582 -2.316
C: 0.572 4.161 -0.868
N: 1.805 3.397 -0.708
C: 2.056 2.182 -1.217
Se: 0.773 0.995 -1.913
N: 3.351 1.873 -1.009
C: 4.076 0.735 -1.556
C: 5.084 1.160 -2.624
C: 4.443 1.669 -3.914
C: 3.660 0.592 -4.664
C: 3.935 2.891 -0.269
C: 5.198 3.013 0.300
C: 5.428 4.127 1.080
C: 4.436 5.093 1.291
C: 3.182 4.976 0.724
C: 2.949 3.857 -0.067
H: 2.152 7.534 -2.725
H: 1.929 6.758 -1.166
H: 0.526 7.342 -2.078
H: 2.372 5.024 -2.880
H: 1.138 5.703 -3.930
H: 0.273 3.690 -2.943
H: -0.643 5.074 -2.348
H: -0.260 3.561 -0.510
H: 0.655 5.042 -0.236
H: 3.349 0.052 -1.986
H: 4.590 0.227 -0.736
H: 5.696 0.284 -2.852
H: 5.749 1.926 -2.219
H: 5.247 2.037 -4.553
H: 3.797 2.529 -3.706
H: 4.244 -0.329 -4.724
H: 3.440 0.916 -5.680
H: 2.706 0.366 -4.183
H: 5.958 2.256 0.162
H: 6.388 4.252 1.562
H: 4.649 5.941 1.927
H: 2.415 5.713 0.915
C: 4.236 -3.930 -0.922
C: 3.360 -3.170 -1.702
C: 2.548 -2.232 -1.116
C: 2.598 -1.996 0.283
C: 3.480 -2.797 1.063
C: 4.274 -3.741 0.460
N: 1.767 -1.085 0.839
C: 1.935 -0.691 2.177
C: 3.169 -0.224 2.649
C: 3.302 0.194 3.960
C: 2.214 0.168 4.822
C: 0.984 -0.283 4.361
C: 0.844 -0.712 3.054
H: 4.863 -4.681 -1.383
H: 3.312 -3.328 -2.771
H: 1.838 -1.672 -1.710
H: 3.495 -2.686 2.138
H: 4.927 -4.351 1.070
H: 4.011 -0.176 1.970
H: 4.265 0.533 4.317
H: 2.325 0.492 5.847
H: 0.137 -0.323 5.034
H: -0.097 -1.133 2.714

***

Q: Which of these has the highest net charge?
A: C34H37CoN4O4Se

***

Q: Which of these has the highest net charge?
A: C34H37CoN4O4Se